Density functional theory data (ωB97M-V/def2-TZVPD) for a cluster of 2 separate species, C4H5NO in total.

```
11
Properties=species:S:1:pos:R:3:lowdin_charge:R:1
H -1.8844 0.2979 0.4229 0.244
H -1.5853 -0.7386 -1.1447 0.119
H 1.1282 1.7563 0.7033 0.158
O -1.5666 1.5977 0.3285 -0.019
N 0.7427 0.9820 0.1839 0.114
C -0.9006 -0.5140 -0.3296 -0.104
C 0.3751 -1.2192 -0.1779 -0.086
C -0.5801 0.8405 -0.0276 -0.523
H 0.5548 -2.2707 -0.3624 0.097
H 2.3895 -0.4233 0.2831 0.107
C 1.3267 -0.3086 0.1205 -0.107
```

Output
Orbital gap (eV): 9.0
LUMO (eV): 0.863
Highest occupied orbital energy (eV): -8.1
Energy above the lowest of the compared OMol25 structures with the same formula, charge and spin (kcal per mole): 70.3

***

Density functional theory data (ωB97M-V/def2-TZVPD) for a cluster of 9 separate species, C14H36N8O18S in total.

```
77
Properties=species:S:1:pos:R:3:lowdin_charge:R:1
H -0.3844 -0.5038 -6.3177 0.100
H 1.8514 -3.1647 -2.2454 0.076
C 0.7858 -3.3744 -2.1525 0.036
C -3.6940 -2.9416 4.3728 -0.209
H -2.4614 -4.6609 4.5962 0.121
O 1.1798 -5.4843 -1.2283 0.049
H -1.1654 -2.1042 -6.5150 0.104
O -2.2626 -3.8262 2.7191 -0.203
N 2.0767 -0.8740 4.8801 -0.168
H 4.2190 -2.4965 -5.1638 0.104
C -0.5548 6.7994 -0.3519 -0.057
H -1.2075 1.2140 4.4190 0.074
C -3.0930 -4.2478 3.8097 -0.157
O 1.1427 0.6411 6.2889 0.064
H 0.5183 -0.4009 0.1146 0.085
H 0.3359 -3.8410 -3.0289 0.096
N -2.2224 1.8702 -3.9386 -0.379
O -1.2659 4.9614 1.5965 -0.037
O -1.7061 -2.3283 -4.0775 0.095
O 5.4037 -0.6339 -3.4522 0.072
H -0.8496 5.4429 -2.6719 0.074
H -2.2909 3.9860 -4.5611 0.087
H 3.0018 -1.3167 3.0241 0.090
C 0.8644 0.1307 -0.7718 0.037
O -2.2826 1.1169 1.5152 0.038
H -0.8151 7.1042 0.6618 0.083
O -1.3447 -1.4822 1.9127 -0.239
H 0.4717 7.1485 -0.4635 0.092
H -3.3735 2.8174 -5.4312 0.093
H -1.6070 2.8036 -5.6925 0.097
H 1.6806 -2.3987 3.3250 0.080
O -0.6737 -2.3660 4.1809 -0.246
N -1.4444 1.5171 2.3229 -0.398
H 3.0476 -1.2430 6.7709 0.089
C -0.2195 4.9822 -1.9110 -0.050
H -0.0592 0.6141 -1.0902 0.084
H -0.3347 3.9049 -2.0302 0.057
C 4.6366 -2.7326 -4.1851 0.024
H 5.6147 -3.2073 -4.2623 0.101
H -4.7836 -2.9466 4.3438 0.128
O 0.1406 -4.0162 -0.0541 0.085
N -0.5967 5.3657 -0.5530 -0.184
O 3.1621 0.6421 -0.3289 0.018
H 0.7675 0.7071 4.3950 0.111
C 2.0412 -1.3915 3.5338 -0.095
N 4.5470 -1.5286 -3.3528 -0.421
H 0.7618 5.4224 -2.0879 0.091
H -2.1139 -0.6936 -5.9728 0.093
H 2.4621 -2.6599 5.8843 0.086
H 0.2731 -2.4387 -1.9298 0.064
H 3.8713 -1.8470 5.3331 0.084
H -3.5264 -2.8742 5.4477 0.125
O -3.1248 -1.8441 3.7149 -0.197
H -0.9408 3.4669 0.2758 0.118
O -0.1160 -0.8516 -3.9093 0.046
C -2.4009 2.9804 -4.9668 0.052
H -1.2921 7.2698 -1.0024 0.090
O -0.2756 1.7291 1.9655 0.027
S -1.6391 -2.3134 3.0795 0.764
N 0.7265 -4.3627 -1.0317 -0.448
N -0.9456 -1.5232 -4.5243 -0.447
N 1.9979 1.0911 -0.6015 -0.376
C 1.2999 0.2081 5.2196 -0.379
C 2.8930 -1.6644 5.7776 -0.050
C -0.9540 4.5524 0.4592 -0.305
H 4.0322 -3.5601 -3.8135 0.089
H -3.6992 -5.0505 3.3899 0.136
H -2.7817 1.0468 3.8769 0.098
C -1.9061 1.6774 3.7224 0.060
O -2.9743 0.9169 -4.1526 0.050
H 1.1710 -0.5302 -1.5825 0.059
H 1.3814 -0.7699 2.9285 0.068
C -1.1419 -1.1849 -5.9298 0.027
H -1.8699 2.7421 3.9530 0.115
O 1.7626 2.2713 -0.7989 0.053
O -1.3339 2.0695 -3.0802 0.050
O 3.6070 -1.5339 -2.5955 0.059
```

Output
Orbital gap (eV): 8.2
LUMO (eV): -0.496
Highest occupied orbital energy (eV): -8.7
SMILES: C[N+](=O)[O-].C[N+](=O)[O-].C[N+](=O)[O-].C[N+](=O)[O-].C[N+](=O)[O-].C[N+](=O)[O-].O=S1(=O)OCCO1.CN(C)C=O.CN(C)C=O

***

Density functional theory data (ωB97M-V/def2-TZVPD) for a structure of composition C16H28MnN6OS2.

```
54
Properties=species:S:1:pos:R:3:mulliken_spin:R:1
H -0.8962 -1.7624 -3.3360 0.002
H 0.1173 7.8070 -2.4796 0.000
H 0.8807 3.7512 0.4397 0.000
H -0.0421 -3.5368 0.8755 -0.001
H 3.2396 -5.7706 3.8707 0.000
S -1.3206 2.0493 0.0737 0.009
C -2.0915 4.4911 -1.0045 -0.002
O -1.9328 1.4236 -1.1596 0.089
N -1.8889 -2.5561 -0.9315 0.024
H 4.7132 -2.7226 2.8681 0.000
H -1.4778 -4.0111 -2.4314 0.004
N 2.5888 -3.4618 1.7346 0.001
H -2.6040 6.3769 -1.8526 0.000
C 1.2216 -1.1232 1.0339 -0.008
C 3.2485 -4.1375 2.6313 0.001
H 2.1692 -2.6730 -1.8144 0.000
H -0.2425 -3.8290 -1.1842 -0.003
Mn -1.1807 -0.3463 -0.6332 4.779
C -2.1373 -3.2354 0.3484 -0.009
N 4.3372 -3.5913 3.2036 0.000
H 0.3824 8.2643 -0.8012 0.000
H -1.2363 8.3954 -1.5128 0.000
H -1.1725 -3.5965 2.2443 0.002
H 2.0189 -5.7726 2.6579 0.000
N 0.5478 -1.3019 -1.8978 0.023
C -0.9512 -3.2829 -1.8069 -0.003
H -2.4754 2.7428 2.0770 -0.001
C -2.7278 2.1276 1.2209 0.000
H 1.3210 6.0996 -0.1954 0.000
H -3.0109 -2.7704 0.8118 -0.001
C -1.8388 5.8044 -1.3514 0.001
C -0.9475 -3.1087 1.2972 0.011
H 1.8364 -1.1275 1.9368 0.006
C -0.6115 6.4009 -1.0689 0.000
H -2.3572 -4.3004 0.1955 0.005
H -3.0338 4.0276 -1.2493 0.000
C -0.1852 -2.3058 -2.7022 -0.008
N 2.7581 -5.2848 3.1322 0.000
S -0.5521 -1.3542 1.6691 0.031
H -2.9328 1.1060 1.5427 0.004
C -1.1056 3.7749 -0.3506 0.021
H 0.4993 -2.8703 -3.3473 0.007
N 1.6980 -2.1089 0.1095 -0.006
H 0.7674 -0.5265 -2.5227 0.013
C 0.1267 4.3398 -0.0627 -0.005
H -3.5744 2.5412 0.6828 0.001
H 4.7800 -4.0259 3.9951 0.000
C 2.4454 -3.1379 0.5252 0.002
C -0.3266 7.8028 -1.4828 0.000
C 1.8024 -1.7689 -1.3114 -0.006
H -2.7805 -2.4718 -1.4255 0.010
H 1.2127 -0.1248 0.5760 0.009
H 2.5563 -0.9797 -1.4200 -0.004
C 0.3658 5.6512 -0.4179 0.002
```

Output
Orbital gap (alpha / beta) (eV): 6.3 / 5.5
LUMO (alpha / beta) (eV): -5.425 / -6.273
Multiplicity: 6
Charge: +2
Highest occupied orbital energy (alpha / beta) (eV): -11.7 / -11.7
Energy above the lowest of the compared OMol25 structures with the same formula, charge and spin (kcal per mole): 30.8

***

Density functional theory data (ωB97M-V/def2-TZVPD) for the molecule C5H6O.

```
12
Properties=species:S:1:pos:R:3:lowdin_charge:R:1
H -0.3485 0.2565 -2.0492 0.087
H -0.6840 1.2947 1.5363 0.124
H 1.3938 0.6729 -2.1287 0.085
H -1.6077 0.7278 0.1265 0.125
C 0.5218 0.9396 -0.1938 -0.447
C -0.5884 -0.7858 1.1814 -0.142
H 0.8450 -0.8360 -1.3474 0.088
C 0.6096 0.2204 -1.5194 -0.015
H -0.3486 -2.9113 1.9462 0.028
O 1.3474 1.7426 0.1722 0.090
C -0.4612 -1.9149 1.5792 0.117
C -0.6793 0.5935 0.6968 -0.139
```

Output
Orbital gap (eV): 10.6
LUMO (eV): 0.877
Highest occupied orbital energy (eV): -9.7
Energy above the lowest of the compared OMol25 structures with the same formula, charge and spin (kcal per mole): 35.9
SMILES: C#CCC(C)=O

***

Density functional theory data (ωB97M-V/def2-TZVPD) for a cluster of 2 separate species, C3H11NOS in total.

```
17
Properties=species:S:1:pos:R:3:lowdin_charge:R:1
H -1.9668 -1.3828 1.8364 -0.172
O 1.1023 3.2941 0.4127 -0.070
H 1.2439 -1.8961 0.7287 0.070
H -2.2140 0.3859 -0.1909 0.080
C -1.7416 -0.5402 -0.5368 -0.471
H 0.9636 2.5823 -0.2127 -0.004
N 0.5726 0.0987 0.1825 -0.133
H -0.0034 -1.4373 -1.1419 0.092
S -1.9826 -2.0345 0.6620 0.656
H 1.1241 4.0276 -0.2164 0.033
H 2.1473 -0.4407 1.3912 0.084
C 1.5921 -0.8528 0.5466 -0.148
H -2.4199 -0.8816 -1.3141 0.050
H -0.0929 0.3557 0.9025 0.092
C -0.2964 -0.4123 -0.8923 -0.349
H -0.2153 0.1972 -1.8079 0.113
H 2.1870 -1.0632 -0.3496 0.079
```

Output
Orbital gap (eV): 9.8
LUMO (eV): 0.805
Highest occupied orbital energy (eV): -9.0
Energy above the lowest of the compared OMol25 structures with the same formula, charge and spin (kcal per mole): 24.3
SMILES: CNCCS.O

***

Density functional theory data (ωB97M-V/def2-TZVPD) for the molecule C18H18NO4P.

```
42
Properties=species:S:1:pos:R:3:lowdin_charge:R:1
C 1.7347 0.5844 -1.2659 -0.224
C -2.2230 0.6922 -1.8457 -0.281
H 2.9506 3.0798 2.0504 0.018
H 2.1259 -1.1181 -3.3685 0.116
C -3.1618 0.9166 0.5408 -0.066
H 3.7955 -1.4702 -2.8102 0.134
C 0.4174 0.4074 -1.9144 0.070
C -5.1071 -0.4276 1.3837 -0.061
N 2.1308 3.6404 2.3385 -0.203
H 0.3323 -0.0911 -2.9072 0.125
C -0.7824 0.8747 -1.2563 -0.044
H -6.0793 -1.7777 -0.0477 0.100
O 0.9970 1.3125 3.4882 -0.327
H 1.1912 -2.1909 -1.1871 0.106
C 2.6688 -1.9128 1.1098 -0.121
C -4.3414 -0.6971 -1.0409 0.000
O -2.1606 3.0121 1.2973 0.080
O 2.9218 0.1229 -1.8289 -0.075
C -3.2891 0.2679 -0.7813 -0.066
H 2.8023 1.4299 0.5486 0.106
H 1.5427 -1.9364 1.1352 0.077
O -2.4889 0.8797 -3.0047 0.120
C -0.6517 1.5345 0.0647 -0.078
H 1.9555 4.2328 1.5107 0.036
H 2.3132 -3.2750 -2.0680 0.115
C -5.2511 -1.0375 0.0660 -0.061
C 2.7714 -1.1716 -2.4473 -0.202
P 0.7056 2.6067 2.4049 0.885
H -3.8976 1.0766 2.6052 0.121
H 3.3297 -3.6234 -0.0774 0.101
H -5.7644 -0.6787 2.2522 0.103
H 4.2298 -2.0591 -0.4775 0.111
C 2.2674 -2.3086 -1.4865 -0.177
H 3.0984 -2.4582 1.9980 0.075
C 0.6298 1.7625 0.7251 -0.265
H 3.0155 -0.8482 1.2341 0.055
H 0.7314 0.5183 2.9799 0.034
C -2.0122 1.9649 0.7263 -0.313
C 1.8330 1.2662 0.0131 0.000
H -4.4490 -1.1594 -2.0433 0.114
C -4.0638 0.5739 1.6199 -0.007
C 3.2320 -2.5153 -0.2339 -0.229
```

Output
Orbital gap (eV): 7.6
LUMO (eV): -0.711
Highest occupied orbital energy (eV): -8.3
SMILES: CCCCOc1cc2c(c(P(N)O)c1)C(=O)c1ccccc1C2=O

***

Density functional theory data (ωB97M-V/def2-TZVPD) for the ion C17H12F3N2O4S with charge -1.

```
39
Properties=species:S:1:pos:R:3:lowdin_charge:R:1
C -2.4227 -1.3908 2.6033 -0.026
O 4.0983 0.7476 3.4506 -0.089
C 3.4244 1.3559 -0.6276 -0.608
C -2.2120 0.9792 2.9280 -0.022
H -2.2960 -0.7175 -2.8561 0.100
H 1.0389 0.7335 -0.0516 0.113
H 0.3448 -4.2102 -2.5928 0.109
H -2.6501 1.9590 3.1899 0.121
O 3.0136 -0.8541 -1.9852 -0.267
H -0.9294 0.4561 -1.0290 0.126
C -0.7063 -0.5731 -1.3978 -0.039
H 1.5344 -1.4624 1.5681 0.133
C 2.1139 0.4185 2.3614 -0.144
C -1.0306 -2.5175 -2.8711 -0.104
H -0.2548 1.7986 2.5442 0.114
F 3.0436 2.0671 0.4926 0.090
F 4.7449 1.5001 -0.7469 0.135
C 0.8303 -2.4824 -1.3123 -0.044
C 0.4907 -1.1378 -0.9347 -0.242
N -5.4092 -0.0952 3.9169 0.133
C -0.8674 0.8925 2.5055 -0.003
O 3.8748 -1.0522 0.3929 -0.243
H -1.6250 -3.0215 -3.6266 0.087
S 3.0443 -0.4727 -0.6125 0.770
F 2.7865 1.9360 -1.6604 0.115
C -4.3079 -0.1360 3.5487 -0.198
C -2.9641 -0.1890 3.0783 -0.257
C -1.1153 -1.4441 2.1407 -0.011
H -3.0464 -2.2910 2.6128 0.119
C 0.0721 -3.1744 -2.2786 -0.083
C 1.1577 -0.4464 1.7344 -0.212
C -1.4388 -1.2483 -2.3998 -0.085
C 1.3262 -0.3238 0.0346 -0.220
C -0.2926 -0.3131 2.0726 -0.165
H 1.9594 1.4765 2.3156 0.093
H 1.7456 -2.9764 -0.9067 0.125
O 3.3988 -1.2930 3.1155 -0.078
H -0.6833 -2.4051 1.8986 0.119
N 3.2463 -0.0589 2.9774 -0.464
```

Output
Orbital gap (eV): 6.3
LUMO (eV): 2.513
Charge: -1
Highest occupied orbital energy (eV): -3.8
Energy above the lowest of the compared OMol25 structures with the same formula, charge and spin (kcal per mole): 39.2
SMILES: N#Cc1ccc([C@H](C=[N+]([O-])[O-])[C@H](c2ccccc2)S(=O)(=O)C(F)(F)F)cc1